Below is a structure of composition C5H9NO, with properties calculated with wB97M-V/def2-TZVPD.

ORCA input file:
```
! RIJCOSX wB97M-V def2-TZVPD def2/J DEFGRID3
* xyz 0 1
C -1.1642 0.0400 0.3717
H 0.4350 2.3043 0.0972
H 1.6340 1.2963 0.9501
H -0.6069 1.4423 -1.8669
H -2.4631 -1.3526 0.9420
C 0.9712 -1.1290 -0.1385
C 0.1793 0.1694 -0.2567
H 0.3422 -1.9950 -0.3660
N -1.6586 -0.8358 1.2715
H 1.7355 1.5122 -0.8058
H 1.7989 -1.1243 -0.8529
C -0.7036 0.3925 -1.5421
O -1.9227 0.4821 -0.5552
C 1.0397 1.3952 0.0340
H 1.3961 -1.2456 0.8690
H -1.0129 -1.3521 1.8486
*
```

Its strongest force on any atom is 0.4 eV Å⁻¹. As for the LUMO energy: 0.5 eV. For the gap between HOMO and LUMO, the calculation gives 7.6 eV. The calculation puts the relative energy (zero: lowest compared OMol25 entry of this formula, charge and spin) at 410.19 kJ/mol. As for the highest occupied orbital energy: -7.09 eV.

Below is a cluster of 2 separate species, C4H11NOSi in total in a non-equilibrium geometry, with properties calculated with wB97M-V/def2-TZVPD.

ORCA input file:
```
! RIJCOSX wB97M-V def2-TZVPD def2/J DEFGRID3
* xyz 0 3
C -0.1605 0.5103 1.8137
H 1.4821 -2.7021 -1.6187
H 1.4659 2.0998 -1.3684
H 0.4163 1.2990 1.2870
N 0.4435 2.1435 -1.3570
H -0.6586 -2.2513 -0.8679
Si 0.6689 -1.9023 -0.6988
H 0.4255 -0.1923 2.2063
O -1.2565 0.6142 -1.3941
H -1.5249 -0.2436 -1.1892
H -2.0512 -0.2590 2.4353
C 0.9688 -0.0767 -0.7878
H -0.1208 2.6385 -1.9925
C -1.4771 0.5001 1.8412
H 2.0573 0.1413 -0.4929
H -2.0766 1.0848 1.1924
C 0.0946 0.8613 -1.1976
H 1.0743 -2.1301 0.5785
*
```

Its strongest force on any atom is 10.3 eV Å⁻¹. Its expectation value of S² is 2.01. As for the LUMO energy (spin up / spin down): 0.8 / -1.8 eV. For the gap between HOMO and LUMO (spin up / spin down), the calculation gives 5.7 / 6.5 eV. The calculation puts the relative energy (zero: lowest compared OMol25 entry of this formula, charge and spin) at 339.98 kJ/mol. As for the highest occupied orbital energy (spin up / spin down): -4.88 / -8.28 eV.

Below is a cluster of 2 separate species, C6H14OSi in total in a non-equilibrium geometry, with properties calculated with wB97M-V/def2-TZVPD.

ORCA input file:
```
! RIJCOSX wB97M-V def2-TZVPD def2/J DEFGRID3
* xyz 0 1
C 0.8065 -1.0587 -0.8901
H 2.4645 -2.2205 -0.0932
H -1.8166 2.4243 -0.8290
H -1.9909 -1.2564 2.2514
H 1.8736 3.3948 1.2040
C 0.4279 1.7487 0.9180
H 0.9695 3.1660 2.4863
H -1.7078 -1.1015 2.9185
H -2.9287 1.2747 -1.6669
C 2.2017 -1.2335 -0.3037
H -1.0222 -2.2718 -0.8282
H -1.7675 2.3382 -2.5702
H 3.0243 -0.9290 -0.8143
Si 0.2526 0.7333 -0.5161
H 0.3506 -3.0088 -0.3006
C -0.1578 -2.0693 -0.2377
H -0.2189 -1.7942 0.7922
O -1.0476 0.8202 -1.5358
H 0.8963 -1.3902 -1.8642
C -2.0029 1.8629 -1.7267
C 1.1003 2.7311 1.5041
H 2.2592 -0.7901 0.5947
*
```

Its strongest force on any atom is 5.5 eV Å⁻¹. As for the LUMO energy: 0.5 eV. For the gap between HOMO and LUMO, the calculation gives 8.1 eV. As for the SMILES: C=C=[Si](OC)C(C)C.[H][H]. The calculation puts the relative energy (zero: lowest compared OMol25 entry of this formula, charge and spin) at 598.84 kJ/mol. As for the highest occupied orbital energy: -7.55 eV.

Below is a cluster of 2 separate species, C2H7S2 in total in a non-equilibrium geometry, with properties calculated with wB97M-V/def2-TZVPD.

ORCA input file:
```
! RIJCOSX wB97M-V def2-TZVPD def2/J DEFGRID3
* xyz -1 1
H 1.3981 0.2146 0.0281
H -1.1508 2.8775 -0.1371
C -1.1973 1.7197 0.1217
H -2.2045 1.4018 0.2379
H 0.2171 -1.1742 -0.1785
H -0.7377 1.6078 1.1415
H 1.6314 -0.8127 -1.5928
C 0.8510 -0.4247 -0.7342
H 0.3193 -2.9277 1.6090
S -0.3006 0.8936 -1.2643
S 1.1740 -3.3756 0.7687
*
```

Its strongest force on any atom is 3.5 eV Å⁻¹. As for the LUMO energy: 3.2 eV. For the gap between HOMO and LUMO, the calculation gives 5.8 eV. The calculation puts the relative energy (zero: lowest compared OMol25 entry of this formula, charge and spin) at 155.36 kJ/mol. As for the highest occupied orbital energy: -2.54 eV.

Below is a cluster of 2 separate species, C36H32ClN2 in total in a non-equilibrium geometry, with properties calculated with wB97M-V/def2-TZVPD.

ORCA input file:
```
! RIJCOSX wB97M-V def2-TZVPD def2/J DEFGRID3
* xyz 1 1
H 1.1157 -7.6791 2.2853
H -7.2413 -2.9056 4.3614
C -4.7545 -1.4902 2.4667
C -4.5979 -0.5832 -0.4127
C 1.9995 2.9103 -2.3349
C -0.4684 -6.3275 2.8538
C 0.1093 3.6509 -3.6324
C 2.1301 4.9704 -3.5902
H -0.9052 3.4891 -3.9635
C 4.9915 1.6143 -1.1147
N 3.9015 1.3246 -1.9065
C -6.8203 -0.7821 4.2763
C -2.1915 -0.5800 -0.0922
H 0.1881 1.8006 -2.4790
H -1.9605 -4.8210 3.1957
H 5.0336 3.5692 1.6872
H -5.5998 -0.8450 -0.0569
H 3.6943 1.5930 -3.9965
C 2.3809 3.3798 0.7004
H -5.2861 0.2466 -2.2649
C 4.5316 2.3424 -0.0035
N 3.1715 2.5066 -0.1448
H 0.3618 5.5239 -4.6956
C 2.7364 4.0347 -2.7350
H -0.7429 -6.8533 3.7672
C -3.1398 0.4343 -2.0699
C 0.7924 -6.1325 0.7885
H 0.2658 -4.4666 -0.4979
C -1.5529 -3.1918 1.0995
C -6.0345 0.2170 3.6824
C -5.5233 -2.4845 3.1207
C 0.5577 -6.7820 2.0142
C -6.5918 -2.1300 3.9509
H 1.9696 4.2343 0.1340
H -4.5363 0.6627 2.1981
C 6.3600 1.5089 -1.3966
C -2.6937 -2.8087 1.8255
H 6.6742 1.0147 -2.3099
H -3.0106 0.9777 -3.0081
H -7.6069 -0.5142 4.9848
C 4.0323 0.8365 -3.2661
C 7.2530 2.0772 -0.4842
H -5.3149 -3.5392 2.9106
C 6.7938 2.7923 0.6385
H 1.5301 -6.5483 0.0939
C -5.0748 -0.1292 2.7354
H -6.1753 1.2690 3.9512
C 0.8157 4.7831 -4.0352
H -1.1446 -2.6436 0.2463
C -4.4202 0.0514 -1.6378
C 0.0866 -4.9755 0.4536
H 7.5209 3.2185 1.3307
H 8.3277 1.9709 -0.6452
H -1.0187 0.3782 -1.5985
H 1.8970 1.0870 -1.1309
C -1.1850 -5.1728 2.5299
H -2.9576 -3.3569 2.7237
H 2.9977 3.7468 1.5288
H 1.5499 2.8020 1.1267
C -2.0283 0.1109 -1.2846
C 5.4278 2.9697 0.8755
H 3.4246 -0.0696 -3.3915
H 3.7589 4.2088 -2.4056
H -1.3088 -0.8178 0.5050
C 0.7027 2.7076 -2.7959
C -0.8683 -4.4313 1.3624
C -3.6386 -1.8001 1.5372
H 5.0783 0.5679 -3.4531
C 2.6589 1.9086 -1.3829
C -3.4709 -0.9782 0.3509
Cl 3.0428 6.3472 -4.0759
*
```

Its strongest force on any atom is 1.3 eV Å⁻¹. As for the LUMO energy: -5.6 eV. For the gap between HOMO and LUMO, the calculation gives 2.6 eV. The calculation puts the relative energy (zero: lowest compared OMol25 entry of this formula, charge and spin) at 0.00 kJ/mol. As for the highest occupied orbital energy: -8.25 eV.

Below is a structure of composition C43H69N2O4P2PtSSb, with properties calculated with wB97M-V/def2-TZVPD.

ORCA input file:
```
! RIJCOSX wB97M-V def2-TZVPD def2/J DEFGRID3
* xyz 0 1
H 1.3917 -2.3365 4.4570
O -2.5871 1.4487 -4.7364
H 1.6100 2.0829 -3.1884
H -0.5415 -0.6718 6.2709
H 0.6810 3.3787 1.3690
H -1.5695 -3.4973 -2.6216
H 4.4310 1.0389 4.6039
H -1.5409 2.8388 2.6516
H 3.7044 -1.8309 -3.4005
S -3.3313 2.2219 -3.7847
H -0.1905 0.0944 -3.4090
H 2.0482 -5.1697 -0.7040
Pt 0.1251 -0.9254 -0.0506
C 0.4865 2.3689 3.2862
C -1.8670 -2.4467 -2.5541
C 5.2962 -2.4632 -0.2045
H -4.2629 2.9585 -1.4328
C 1.8595 2.2383 -2.1418
H -2.7252 -5.1293 0.4992
C 2.9622 -1.2604 -3.9587
H 3.3385 -1.4790 2.1025
H 3.3960 -0.2952 -4.2312
C 1.6600 -1.0768 -3.1817
O -4.7294 2.4887 -3.9484
H 4.7283 -0.8663 2.9941
H 1.0230 2.3691 4.2373
H -1.0885 -0.6299 3.9046
H -3.6272 -4.2307 -1.3558
H 0.4694 7.3518 -2.4669
P -1.7790 -2.3049 0.2266
H 3.8416 2.5373 -0.3313
C 1.1242 3.4085 2.3696
H -1.4813 1.9439 4.1522
H -0.2784 -2.8161 4.7351
C 0.4103 -3.9117 -0.0590
H -4.3107 1.4112 -0.6106
H 3.3786 -1.5885 3.8600
H -1.8697 -3.6765 2.8320
H 0.9288 2.2848 -1.5712
P 1.9020 -0.4667 -1.4563
C -2.6087 6.1118 -3.0401
H -3.4588 -3.2419 3.4703
H -2.1975 1.0933 -2.2418
C 4.6998 -3.5036 0.4979
H 3.6179 0.9935 -2.2729
C -3.6519 2.1053 -1.1383
C 3.3452 1.0687 4.4599
C -3.2672 4.9134 -3.2736
C -1.0424 -6.3378 0.0252
O -0.9027 0.8409 -0.5040
H 4.9435 -0.7028 -1.3667
H 3.4096 1.0503 2.3404
H -1.8465 3.2223 -0.7469
O -2.0149 0.8951 1.4342
C -1.2232 6.1994 -3.1309
C 0.3017 -6.3218 -0.3419
H -0.0188 0.8924 5.6517
H 2.8974 0.5465 5.3055
C -1.7729 1.3358 0.3183
H -4.7283 -3.0084 -0.6931
H 1.1408 0.6073 -4.4503
C 2.4978 -2.6936 -0.0734
C 3.3105 1.5883 -0.2277
N -3.1429 1.4573 -2.3537
H 5.3183 -4.2234 1.0197
C -4.1102 -1.3481 1.5361
H -2.1944 -2.0225 3.3626
H 2.8824 -4.4191 1.1538
H -3.1536 -1.2081 -1.3700
H -1.0208 3.6508 4.1331
H -4.3454 4.8463 -3.2164
H -3.1827 6.9943 -2.7838
N 1.1015 -2.7193 -0.0303
H -1.5909 -7.2676 0.0882
H 2.2019 3.2625 2.2615
H 0.5768 5.1089 -3.5505
H 0.8019 -7.2481 -0.5977
C -2.7685 -2.2309 -1.3452
H 1.2268 -2.0648 -2.9859
H 2.4760 1.7474 0.4553
C 1.0142 -5.1447 -0.3944
H -3.6066 -0.4185 1.7935
C -0.0320 -0.7298 4.1718
H 0.3138 -2.6026 3.0848
C 0.1549 -0.1818 5.5822
H -4.6372 -1.2037 0.5913
H 2.3599 3.2058 -2.0592
Sb 0.8695 0.3588 2.5362
H 3.0458 2.1159 4.5163
H -0.9626 -1.8512 -2.4819
H -4.4188 -3.0752 -2.4189
C -2.5207 2.5504 -0.2115
C -0.9772 -3.9202 0.1877
H 3.9859 0.8614 0.2206
C 4.4883 -1.5261 -0.8277
H 1.1607 -0.3836 5.9527
H 0.9685 4.4175 2.7654
C 3.6367 -0.9538 3.0089
C -2.5284 3.7864 -3.5983
H -0.3810 8.0393 -3.8465
C 2.9863 0.4202 3.1267
H -0.5901 2.9652 -3.9763
H -2.9499 3.0705 0.6445
C 3.3235 -3.6240 0.5688
C -1.1459 3.8526 -3.7046
H 0.2566 -0.8617 -4.8127
C -3.9546 -3.1922 -1.4371
H 6.3733 -2.3755 -0.2504
H 2.7585 -1.7967 -4.8879
C -1.6689 -5.1319 0.2615
C -2.6227 -2.8889 2.8622
C 3.1043 -1.6288 -0.7600
C 0.6570 -0.2584 -3.9966
H -2.3942 -2.1740 -3.4703
C -0.9707 2.7126 3.5699
C 2.7783 1.1473 -1.5862
C -0.5027 5.0543 -3.4695
H -3.6668 -3.3823 1.0770
H -1.0885 8.1541 -2.2381
C -3.1294 -2.5174 1.4756
C -0.5173 7.5070 -2.9028
C 0.3686 -2.2016 4.1009
H -4.8617 -1.5564 2.3017
*
```

Its strongest force on any atom is 1.0 eV Å⁻¹. As for the LUMO energy: 0.5 eV. For the gap between HOMO and LUMO, the calculation gives 7.3 eV. The calculation puts the relative energy (zero: lowest compared OMol25 entry of this formula, charge and spin) at 0.00 kJ/mol. As for the highest occupied orbital energy: -6.82 eV.